A | Computed, not measured: a 9-piece molecular cluster, H20NO8 overall, with ωB97M-V with the def2-TZVPD basis set.

Last column: Mulliken charge in e.
Geometry (Å):
N 13.77049 -34.71597 23.87014  -0.287
H 14.12670 -33.70289 23.69959  0.241
H 12.81532 -34.60895 23.83832  0.297
H 14.11907 -35.25001 24.57422  0.273
H 13.77807 -35.22887 23.00251  0.391
O 16.94240 -33.37833 23.70736  -0.520
H 16.95662 -34.10308 24.19194  0.344
H 17.67544 -33.71409 23.13324  0.279
O 11.93300 -35.61453 21.33313  -0.661
H 12.37243 -35.38247 20.51553  0.333
H 11.89236 -36.56600 21.34272  0.332
O 14.58061 -37.28127 25.07234  -0.656
H 13.84504 -37.83728 25.55164  0.306
H 15.09890 -37.80982 24.37495  0.343
O 10.21628 -35.10511 25.23056  -0.580
H 9.32481 -34.94683 25.52503  0.311
H 10.36729 -35.83273 24.85518  0.243
O 14.25253 -32.39497 25.58912  -0.530
H 14.85053 -32.24241 26.35886  0.303
H 14.40943 -31.57464 25.25590  0.253
O 12.25924 -34.83143 26.86341  -0.645
H 11.37294 -34.66063 26.44728  0.402
H 12.29681 -35.42292 27.66876  0.284
O 16.78787 -35.17150 25.41467  -0.737
H 16.65140 -36.07594 24.81591  0.360
H 17.73989 -35.21937 25.70828  0.333
O 14.75691 -31.84906 22.00582  -0.590
H 13.93369 -31.58082 21.95589  0.297
H 14.97136 -31.65482 22.89665  0.278

Output
E_HOMO	-13.67	eV
total charge	+1
HOMO-LUMO gap	0.384	Ha
multiplicity	1


B | Computed, not measured: a 9-piece molecular cluster, H20NO8 overall, with ωB97M-V with the def2-TZVPD basis set.

Last column: Mulliken charge in e.
Geometry (Å):
N -0.10523 -0.75095 0.56759  -0.131
H 0.61424 -1.16228 -0.07410  0.421
H -0.99423 -1.10338 0.22724  0.319
H -0.00003 -0.84974 1.58220  0.404
H -0.18044 0.28714 0.30031  0.092
H -1.51950 0.75026 2.81671  0.360
H -2.72831 -0.06910 3.37756  0.292
O -1.83362 -0.14300 3.03463  -0.620
H -0.65100 2.86184 -1.66630  0.302
H 0.68740 2.08289 -1.61493  0.334
O -0.19982 2.15661 -1.18701  -0.627
H -2.74401 -3.48035 -0.76591  0.303
H -3.08194 -2.21361 -0.11529  0.298
O -2.32517 -2.63538 -0.54959  -0.634
H 2.44228 -1.46846 -1.23400  0.311
H 1.58573 -0.84797 -2.27355  0.348
O 1.84528 -0.71191 -1.33794  -0.792
H 1.24467 1.26396 2.02033  0.274
H 2.26154 0.92828 3.10788  0.316
O 1.40014 1.33568 2.96909  -0.591
H -0.62992 -2.37784 -2.08236  0.271
H 0.50703 -3.48421 -1.82366  0.280
O 0.31103 -2.55531 -1.95977  -0.532
H -1.53020 1.85264 0.37938  0.269
H -0.85540 2.65275 1.52410  0.305
O -1.16559 1.77206 1.26751  -0.563
H 2.50506 1.33460 -1.65852  0.342
H 2.70447 2.32152 -2.87747  0.340
O 2.43557 2.25327 -1.95415  -0.692

Output
E_HOMO	-14.07	eV
total charge	+1
HOMO-LUMO gap	0.407	Ha
multiplicity	1


Name the most stable of them. B.